Record 1
24
Properties=species:S:1:pos:R:3:lowdin_charge:R:1 method="wB97M-V/def2-TZVPD" orbital_gap_ev=6.944 spin_multiplicity=1 relative_energy_kcal_mol=87.14 homo_ev=-7.216 energy_ha=-574.23901
O -0.32 0.41 0.23 0.15
H -0.82 -0.35 0.75 0.11
H 0.68 0.26 0.27 0.11
H -0.65 0.36 -0.70 -0.02
C -1.64 -0.92 -2.06 -0.24
O -1.12 0.44 -2.11 -0.38
H -0.78 -1.48 -1.80 0.04
H -2.11 -1.43 -2.78 0.02
H -2.29 -0.93 -1.22 0.04
O -1.47 -1.71 1.58 -0.08
H -1.69 -2.56 1.04 0.13
H -2.35 -1.29 1.72 0.08
O 1.94 -1.27 -0.28 -0.03
H 2.57 -1.31 0.40 0.01
H 2.64 -0.80 -0.79 0.08
O 0.80 -0.37 3.22 -0.05
H 1.71 -0.10 3.28 0.01
H 0.97 -1.30 3.42 0.04
O -1.01 3.10 -2.95 -0.06
H -1.31 2.25 -2.68 -0.03
H -0.86 3.75 -2.31 -0.02
O 2.35 1.35 1.33 -0.12
H 3.05 1.82 0.75 0.10
H 1.75 2.07 1.70 0.09


Record 2
50
Properties=species:S:1:pos:R:3:lowdin_charge:R:1 method="wB97M-V/def2-TZVPD" orbital_gap_ev="6.000 / 3.473" spin_multiplicity=2 relative_energy_kcal_mol=0.00 total_charge=+2 homo_ev="-14.156 / -14.156" energy_ha=-2312.52592
Sc -0.43 1.10 0.05 1.22
C -0.60 1.28 4.38 0.00
C -0.83 1.87 3.15 -0.09
N -0.61 0.99 2.16 -0.07
N -0.24 -0.19 2.75 0.03
C -0.22 -0.02 4.07 -0.02
B 0.13 -1.47 1.88 -0.61
N 1.42 -1.13 1.08 0.04
C 2.67 -1.60 1.15 -0.01
C 3.46 -0.89 0.26 0.00
C 2.61 0.02 -0.33 -0.10
N 1.36 -0.11 0.16 -0.06
N -1.02 -1.71 0.82 0.03
C -1.73 -2.83 0.64 0.00
C -2.60 -2.66 -0.42 0.00
C -2.36 -1.37 -0.86 -0.09
N -1.39 -0.80 -0.12 -0.07
N 0.22 -2.65 2.77 -0.03
C -0.71 -3.07 3.69 -0.10
C -0.35 -4.32 4.11 -0.03
C 0.82 -4.61 3.39 -0.12
N 1.16 -3.64 2.57 0.08
H -0.69 1.72 5.35 0.12
H -1.14 2.88 2.93 0.13
H 0.07 -0.83 4.72 0.14
H 2.89 -2.41 1.81 0.12
H 4.51 -1.03 0.07 0.12
H 2.82 0.77 -1.07 0.11
H -1.58 -3.68 1.29 0.14
H -3.31 -3.37 -0.82 0.12
H -2.82 -0.82 -1.66 0.12
H -1.55 -2.46 3.94 0.13
H -0.86 -4.93 4.84 0.11
H 1.43 -5.50 3.43 0.12
O -2.02 1.87 -1.08 -0.01
C -2.03 2.28 -2.24 -0.05
C -0.80 2.60 -2.99 -0.06
C -0.88 2.87 -4.32 0.13
C 0.31 3.24 -5.02 -0.02
C 1.55 3.40 -4.42 0.08
C 1.65 3.16 -3.07 0.13
C 0.49 2.71 -2.31 -0.24
O 0.60 2.41 -1.09 -0.02
N 0.18 3.48 -6.49 -0.34
O -0.93 3.32 -6.94 0.14
O 1.17 3.85 -7.06 0.16
H -2.99 2.44 -2.74 0.17
H -1.81 2.83 -4.88 0.15
H 2.39 3.71 -5.02 0.15
H 2.58 3.29 -2.53 0.15


Record 3
194
Properties=species:S:1:pos:R:3:lowdin_charge:R:1 method="wB97M-V/def2-TZVPD" orbital_gap_ev=9.655 spin_multiplicity=1 relative_energy_kcal_mol=9.68 homo_ev=-9.176 energy_ha=-6094.61807
C -5.07 2.78 -2.20 -0.15
C -5.62 2.13 -3.49 -0.14
C -5.28 0.62 -3.31 -0.22
O -4.46 0.52 -2.16 -0.16
C -4.94 1.59 -1.29 -0.20
H -5.72 3.63 -1.83 0.13
H -4.07 3.25 -2.34 0.10
H -5.07 2.46 -4.39 0.11
H -6.70 2.27 -3.64 0.11
H -4.73 0.23 -4.19 0.10
H -6.21 0.06 -3.18 0.11
H -4.14 1.62 -0.57 0.08
H -5.88 1.39 -0.80 0.12
C 4.52 -2.68 -3.84 -0.16
C 4.69 -4.13 -4.20 -0.15
C 5.04 -4.81 -2.85 -0.20
O 5.07 -3.83 -1.82 -0.17
C 5.32 -2.58 -2.47 -0.17
H 3.49 -2.28 -3.74 0.11
H 4.95 -2.03 -4.60 0.08
H 5.56 -4.25 -4.85 0.11
H 3.83 -4.61 -4.65 0.11
H 6.00 -5.34 -2.81 0.12
H 4.32 -5.54 -2.50 0.09
H 6.38 -2.56 -2.66 0.12
H 4.98 -1.77 -1.78 0.10
C -2.72 -3.08 -3.08 -0.18
C -3.55 -3.60 -1.89 -0.15
C -2.52 -4.54 -1.28 -0.24
O -1.90 -5.16 -2.38 -0.15
C -2.10 -4.35 -3.59 -0.17
H -1.88 -2.51 -2.73 0.09
H -3.28 -2.45 -3.82 0.13
H -4.45 -4.10 -2.20 0.11
H -3.82 -2.72 -1.21 0.14
H -2.88 -5.34 -0.66 0.11
H -1.81 -3.87 -0.73 0.11
H -2.72 -4.98 -4.30 0.13
H -1.14 -4.29 -4.07 0.11
C -0.25 0.09 -6.02 -0.18
C -0.64 -0.31 -4.59 -0.14
C -1.89 0.57 -4.35 -0.15
O -1.58 1.80 -5.09 -0.15
C -0.50 1.56 -5.99 -0.23
H -0.94 -0.42 -6.71 0.12
H 0.81 -0.17 -6.30 0.11
H 0.10 0.04 -3.92 0.06
H -0.77 -1.38 -4.48 0.10
H -2.21 0.80 -3.37 0.09
H -2.70 0.14 -4.88 0.08
H 0.44 2.06 -5.68 0.11
H -0.82 1.94 -7.04 0.14
C -2.64 -4.72 2.15 -0.16
C -2.55 -3.21 2.27 -0.16
C -2.44 -2.98 3.77 -0.22
O -3.32 -3.93 4.31 -0.15
C -3.04 -5.12 3.59 -0.17
H -1.67 -5.14 1.77 0.10
H -3.38 -5.02 1.48 0.07
H -3.49 -2.76 1.94 0.11
H -1.65 -2.74 1.85 0.08
H -2.72 -2.04 4.12 0.07
H -1.37 -3.20 4.03 0.13
H -3.93 -5.68 3.80 0.12
H -2.12 -5.60 3.99 0.12
C 3.05 4.38 1.19 -0.13
C 2.56 3.67 2.51 -0.12
C 1.99 4.89 3.28 -0.19
O 1.40 5.77 2.29 -0.16
C 2.51 5.82 1.34 -0.19
H 2.60 3.94 0.26 0.11
H 4.11 4.38 1.06 0.08
H 3.38 3.17 2.96 0.08
H 1.79 2.91 2.34 0.09
H 2.83 5.50 3.77 0.13
H 1.27 4.67 4.04 0.09
H 3.30 6.43 1.78 0.11
H 2.14 6.16 0.38 0.11
C -1.88 4.98 -1.68 -0.18
C -1.31 4.50 -2.98 -0.18
C 0.17 4.73 -2.95 -0.15
O 0.46 4.80 -1.50 -0.17
C -0.64 5.56 -1.03 -0.21
H -2.33 4.16 -1.14 0.07
H -2.72 5.70 -1.76 0.13
H -1.77 4.97 -3.82 0.11
H -1.57 3.42 -3.08 0.10
H 0.50 5.66 -3.45 0.13
H 0.74 3.83 -3.24 0.11
H -0.49 6.61 -1.44 0.14
H -0.64 5.49 0.05 0.10
C 0.42 -0.88 5.43 -0.17
C 1.39 -1.28 4.38 -0.15
C 1.78 0.11 3.78 -0.21
O 0.62 0.90 3.89 -0.18
C -0.34 0.20 4.68 -0.20
H 0.90 -0.47 6.30 0.11
H -0.27 -1.67 5.78 0.13
H 0.88 -1.83 3.56 0.11
H 2.22 -1.94 4.66 0.11
H 2.07 0.07 2.69 0.10
H 2.61 0.67 4.31 0.12
H -1.04 -0.28 4.02 0.10
H -0.86 0.88 5.36 0.13
C 5.49 2.56 -4.52 -0.20
C 5.61 1.84 -3.16 -0.19
C 4.81 0.53 -3.40 -0.24
S 3.41 1.03 -4.35 0.65
O 2.52 1.61 -3.38 -0.32
O 3.03 -0.11 -5.16 -0.32
C 4.09 2.41 -5.26 -0.18
H 6.28 2.14 -5.14 0.10
H 5.76 3.61 -4.47 0.10
H 5.06 2.44 -2.39 0.13
H 6.67 1.63 -2.91 0.13
H 4.46 0.07 -2.48 0.09
H 5.37 -0.08 -4.08 0.09
H 3.35 3.21 -5.08 0.10
H 4.07 2.14 -6.31 0.10
C 5.13 -0.17 2.82 -0.24
C 5.62 -1.64 2.90 -0.17
C 6.13 -1.96 1.46 -0.19
S 6.68 -0.38 0.80 0.64
O 5.71 0.03 -0.19 -0.33
O 8.04 -0.46 0.45 -0.30
C 6.24 0.64 2.18 -0.23
H 4.96 0.18 3.84 0.11
H 4.15 -0.10 2.28 0.11
H 4.82 -2.33 3.19 0.11
H 6.45 -1.71 3.57 0.10
H 5.30 -2.22 0.79 0.09
H 6.89 -2.71 1.39 0.09
H 6.10 1.69 1.98 0.10
H 7.13 0.56 2.88 0.13
C 1.79 -6.00 -0.18 -0.21
C 1.39 -4.56 -0.54 -0.23
C 2.06 -3.66 0.43 -0.22
S 1.76 -4.55 1.92 0.67
O 0.36 -4.26 2.18 -0.33
O 2.70 -4.37 2.98 -0.31
C 1.88 -6.21 1.30 -0.21
H 2.74 -6.13 -0.72 0.11
H 1.03 -6.62 -0.65 0.12
H 0.29 -4.48 -0.43 0.11
H 1.65 -4.41 -1.56 0.12
H 1.50 -2.74 0.63 0.07
H 3.15 -3.46 0.18 0.14
H 1.12 -6.88 1.65 0.10
H 2.81 -6.70 1.55 0.11
C -1.25 3.49 3.35 -0.19
C -1.68 5.01 3.68 -0.16
C -2.77 5.28 2.64 -0.22
S -3.65 3.72 2.43 0.72
O -3.54 3.45 1.00 -0.33
O -4.93 3.88 3.12 -0.35
C -2.55 2.66 3.39 -0.21
H -0.51 3.05 3.98 0.08
H -0.96 3.48 2.30 0.09
H -0.90 5.79 3.61 0.11
H -2.13 4.94 4.72 0.13
H -2.41 5.55 1.69 0.07
H -3.53 5.96 2.98 0.09
H -2.50 1.72 2.86 0.07
H -2.90 2.51 4.39 0.09
C -6.99 -1.26 4.60 -0.23
C -7.49 0.03 3.91 -0.20
C -6.24 0.83 3.69 -0.24
S -4.83 -0.24 3.74 0.63
O -4.10 -0.05 4.96 -0.31
O -4.10 -0.15 2.51 -0.33
C -5.78 -1.75 3.85 -0.23
H -7.84 -1.99 4.69 0.13
H -6.75 -0.97 5.69 0.15
H -8.19 0.55 4.52 0.11
H -7.90 -0.08 2.92 0.11
H -5.97 1.54 4.48 0.11
H -6.13 1.29 2.69 0.11
H -5.19 -2.51 4.38 0.10
H -6.01 -2.07 2.83 0.12
C -0.98 1.55 -0.12 -0.17
C -1.05 0.35 0.82 -0.21
C -0.58 -0.85 0.04 -0.21
S 0.92 -0.24 -0.75 0.65
O 1.20 -1.03 -1.91 -0.31
O 1.95 -0.22 0.29 -0.33
C 0.31 1.40 -1.01 -0.19
H -1.06 2.57 0.33 0.11
H -1.80 1.47 -0.78 0.08
H -2.06 0.24 1.17 0.09
H -0.36 0.57 1.68 0.12
H -1.25 -1.04 -0.76 0.09
H -0.37 -1.74 0.64 0.08
H 0.18 1.58 -2.08 0.08
H 1.14 2.07 -0.69 0.10


Record 4
19
Properties=species:S:1:pos:R:3:lowdin_charge:R:1 method="wB97M-V/def2-TZVPD" smiles=CC1(O)CCCC1 orbital_gap_ev=11.077 spin_multiplicity=1 relative_energy_kcal_mol=0.77 homo_ev=-10.097 energy_ha=-311.05805
C -1.47 1.39 0.00 -0.04
C -0.19 0.64 0.39 -0.57
O 0.45 1.30 1.48 -0.03
C -0.47 -0.84 0.73 -0.13
C 0.71 -1.62 0.15 -0.19
C 0.98 -0.88 -1.16 -0.19
C 0.85 0.60 -0.76 -0.12
H -2.21 1.35 0.80 0.08
H -1.92 0.95 -0.90 0.09
H -1.24 2.44 -0.21 0.09
H -0.16 1.26 2.23 0.09
H -0.59 -0.98 1.81 0.12
H -1.40 -1.18 0.26 0.12
H 1.58 -1.54 0.81 0.12
H 0.50 -2.69 0.01 0.11
H 0.22 -1.14 -1.91 0.11
H 1.96 -1.11 -1.60 0.11
H 0.58 1.25 -1.60 0.11
H 1.79 0.96 -0.34 0.12


Record 5
122
Properties=species:S:1:pos:R:3:lowdin_charge:R:1 method="wB97M-V/def2-TZVPD" orbital_gap_ev="5.585 / 2.282" spin_multiplicity=5 relative_energy_kcal_mol=26.26 total_charge=+2 homo_ev="-11.044 / -12.131" energy_ha=-4954.53185
Os 12.34 14.65 11.16 1.30
N 12.03 14.91 13.22 -0.10
C 13.17 15.28 14.16 -0.24
C 12.93 15.68 15.48 0.00
C 14.07 15.91 16.28 -0.06
C 15.37 15.86 15.80 -0.05
C 15.53 15.57 14.44 -0.07
C 14.44 15.32 13.58 -0.36
P 14.56 15.26 11.82 0.95
C 16.07 14.28 11.54 -0.33
C 16.20 13.13 12.37 -0.10
C 17.17 12.21 12.05 -0.08
C 17.85 12.27 10.83 -0.06
C 17.80 13.44 10.10 -0.06
C 16.92 14.46 10.47 -0.07
C 14.97 16.92 11.30 -0.36
C 15.13 17.21 9.94 -0.11
C 15.71 18.41 9.55 -0.06
C 16.00 19.41 10.49 -0.04
C 15.70 19.16 11.84 -0.05
C 15.18 17.93 12.25 -0.06
H 11.58 14.09 13.68 0.11
H 11.39 15.71 13.33 0.09
H 11.94 15.71 15.95 0.12
H 13.98 16.11 17.36 0.13
H 16.25 15.90 16.45 0.13
H 16.48 15.59 13.91 0.12
H 15.62 13.04 13.29 0.09
H 17.41 11.42 12.76 0.11
H 18.37 11.41 10.49 0.11
H 18.52 13.67 9.32 0.12
H 16.96 15.42 9.95 0.11
H 14.74 16.49 9.21 0.09
H 15.88 18.59 8.49 0.11
H 16.30 20.37 10.10 0.11
H 15.88 19.94 12.59 0.12
H 14.97 17.74 13.32 0.11
C 13.14 12.89 8.25 -0.08
C 13.18 14.32 7.83 -0.23
C 14.19 14.68 6.91 -0.03
C 14.30 16.00 6.43 -0.08
C 13.31 16.90 6.69 -0.06
C 12.29 16.65 7.62 -0.18
C 11.21 17.71 7.93 -0.02
C 12.27 15.36 8.24 -0.25
N 11.40 15.01 9.29 -0.13
C 10.08 14.74 9.00 -0.26
C 9.78 14.09 7.66 0.00
C 8.97 15.11 9.84 -0.25
C 7.62 14.41 9.66 0.01
N 9.09 16.07 10.73 0.09
C 8.00 16.78 11.27 -0.17
C 7.48 16.40 12.53 -0.21
C 8.02 15.21 13.24 -0.04
C 6.47 17.13 13.12 -0.04
C 6.15 18.36 12.61 -0.08
C 6.51 18.73 11.34 -0.04
C 7.37 17.87 10.63 -0.17
C 7.58 18.29 9.18 -0.04
H 13.94 12.64 8.98 0.08
H 13.35 12.25 7.36 0.10
H 12.17 12.55 8.68 0.05
H 14.81 13.90 6.52 0.10
H 15.15 16.26 5.83 0.10
H 13.50 17.90 6.29 0.12
H 10.51 17.37 8.70 0.04
H 10.67 17.98 7.00 0.10
H 11.69 18.64 8.30 0.09
H 9.04 13.26 7.72 0.09
H 10.67 13.64 7.24 0.07
H 9.38 14.87 6.97 0.11
H 7.11 14.74 8.72 0.11
H 6.88 14.56 10.44 0.09
H 7.83 13.36 9.49 0.06
H 7.15 14.65 13.64 0.08
H 8.58 14.51 12.65 0.03
H 8.56 15.46 14.15 0.08
H 6.12 16.78 14.07 0.11
H 5.50 19.03 13.17 0.12
H 6.16 19.66 10.88 0.13
H 8.12 19.23 9.12 0.08
H 6.66 18.51 8.63 0.09
H 8.18 17.52 8.61 0.07
O 11.42 16.62 11.45 -0.32
H 10.28 16.42 10.97 0.06
H 11.93 17.13 10.80 0.03
C 12.26 12.76 11.29 -0.41
Ge 11.07 11.18 11.64 0.99
C 9.21 10.83 12.19 -0.28
C 8.47 11.80 12.84 -0.15
C 7.19 11.63 13.29 -0.06
C 6.60 10.35 13.12 -0.04
C 7.35 9.30 12.59 -0.07
C 8.58 9.58 12.04 -0.12
C 12.17 10.02 12.81 -0.23
C 13.12 10.54 13.61 -0.07
C 13.94 9.69 14.40 0.03
C 13.85 8.30 14.39 0.03
C 12.86 7.77 13.52 0.01
C 12.00 8.61 12.82 0.02
C 11.00 10.09 10.02 -0.30
C 12.14 9.43 9.60 -0.13
C 12.17 8.59 8.52 -0.08
C 11.05 8.48 7.71 -0.04
C 9.89 9.19 8.11 -0.04
C 9.84 10.01 9.23 -0.10
H 13.18 12.14 11.20 -0.01
H 8.99 12.73 13.10 0.07
H 6.65 12.46 13.80 0.11
H 5.57 10.25 13.52 0.12
H 6.97 8.27 12.58 0.12
H 9.13 8.78 11.53 0.10
H 13.25 11.60 13.80 0.10
H 14.65 10.16 15.06 0.13
H 14.50 7.72 15.03 0.13
H 12.72 6.69 13.40 0.13
H 11.21 8.17 12.17 0.13
H 13.01 9.55 10.22 0.10
H 13.03 7.97 8.28 0.12
H 11.07 7.79 6.85 0.12
H 8.97 9.01 7.58 0.11
H 8.96 10.55 9.46 0.09


Record 6
18
Properties=species:S:1:pos:R:3:lowdin_charge:R:1 method="wB97M-V/def2-TZVPD" orbital_gap_ev=8.503 spin_multiplicity=1 relative_energy_kcal_mol=112.73 homo_ev=-7.500 energy_ha=-326.95170
C -2.35 -0.24 -0.68 -0.12
C -1.48 0.84 -0.05 -0.25
C -0.68 0.33 1.15 -0.21
N 0.21 -0.77 0.80 0.01
C 1.45 -0.57 0.29 -0.29
O 1.75 0.69 0.10 -0.09
C 3.07 -0.24 -0.63 0.01
H -2.95 0.16 -1.51 0.07
H -1.74 -1.06 -1.07 0.07
H -3.05 -0.66 0.06 0.07
H -0.77 1.24 -0.78 0.10
H -2.10 1.69 0.28 0.11
H -0.05 1.14 1.54 0.11
H -1.34 -0.01 1.95 0.12
H -0.09 -1.72 0.94 0.12
H 2.97 0.26 -1.60 0.07
H 3.32 -1.29 -0.79 0.04
H 3.84 0.22 -0.01 0.07


Record 7
19
Properties=species:S:1:pos:R:3:lowdin_charge:R:1 method="wB97M-V/def2-TZVPD" orbital_gap_ev=8.063 spin_multiplicity=1 relative_energy_kcal_mol=62.40 total_charge=+1 homo_ev=-12.554 energy_ha=-323.57882
C 1.09 1.35 -1.01 -0.21
C -0.22 1.55 -0.62 -0.16
N -0.71 1.38 0.74 -0.02
N 1.49 1.50 -2.38 0.00
H 1.92 1.14 -0.33 0.10
H -0.99 1.83 -1.35 0.12
H -1.64 1.85 0.84 0.12
H -0.10 1.90 1.35 0.10
H 1.99 0.67 -2.74 0.08
H 2.16 2.24 -2.44 0.06
C 0.60 -2.11 1.11 -0.02
C -1.76 -2.10 1.00 0.16
N -0.68 -1.44 0.99 -0.02
H 1.28 -1.40 1.59 0.10
H 0.98 -2.33 0.11 0.11
H 0.47 -2.97 1.79 0.11
H -1.72 -3.20 1.03 0.13
H -2.72 -1.64 0.93 0.11
H -0.59 -0.37 0.85 0.11


Record 8
36
Properties=species:S:1:pos:R:3:lowdin_charge:R:1 method="wB97M-V/def2-TZVPD" smiles="O=[N+]([O-])c1cccc(CN2C[C@@]34C=C[C@@H](C[C@@H]3S2(=O)=O)O4)c1" orbital_gap_ev=9.401 spin_multiplicity=1 homo_ev=-9.691 energy_ha=-1425.64281
O 1.77 -3.23 3.78 0.09
N 0.92 -3.79 3.12 -0.36
O 0.19 -4.66 3.54 0.08
C 0.78 -3.41 1.74 -0.14
C 0.00 -4.19 0.90 0.01
C -0.12 -3.83 -0.43 -0.05
C 0.52 -2.69 -0.90 -0.03
C 1.28 -1.89 -0.05 -0.20
C 1.88 -0.60 -0.54 -0.13
N 0.93 0.49 -0.55 -0.21
C -0.16 0.52 -1.49 -0.11
C -0.78 1.88 -1.24 -0.44
C -2.06 2.39 -1.86 0.03
C -2.00 3.71 -1.72 0.01
C -0.66 3.98 -1.06 -0.26
C -0.81 3.58 0.44 -0.07
C -0.98 2.07 0.29 -0.22
S 0.35 1.02 0.95 0.72
O -0.28 -0.07 1.66 -0.28
O 1.39 1.73 1.62 -0.27
O 0.13 2.92 -1.55 -0.01
C 1.42 -2.26 1.28 0.04
H -0.49 -5.07 1.29 0.12
H -0.71 -4.43 -1.11 0.11
H 0.43 -2.42 -1.94 0.11
H 2.68 -0.27 0.13 0.13
H 2.28 -0.70 -1.55 0.14
H -0.91 -0.27 -1.32 0.14
H 0.23 0.46 -2.51 0.15
H -2.85 1.77 -2.24 0.12
H -2.72 4.46 -1.97 0.11
H -0.20 4.95 -1.24 0.16
H -1.65 4.06 0.93 0.13
H 0.11 3.79 0.97 0.12
H -1.91 1.65 0.67 0.14
H 2.00 -1.67 1.97 0.13


Record 9
11
Properties=species:S:1:pos:R:3:lowdin_charge:R:1 method="wB97M-V/def2-TZVPD" orbital_gap_ev="8.115 / 7.484" spin_multiplicity=1 relative_energy_kcal_mol=116.32 homo_ev="-8.773 / -7.971" energy_ha=-193.89511
C 1.69 0.77 0.09 -0.26
C 0.57 0.29 -0.58 0.01
C 2.65 -0.01 0.74 0.10
C -0.65 -0.10 -0.77 -0.15
C -1.73 -0.35 0.30 -0.08
H 1.87 1.87 0.15 0.10
H 2.93 -0.99 0.31 0.01
H -1.09 -0.19 -1.66 0.05
H -1.84 0.40 1.10 0.09
H -1.76 -1.40 0.62 0.07
H -2.64 -0.28 -0.30 0.06